Below is C19H31BrN2NaO4 as an isolated structure in a non-equilibrium geometry, with properties calculated with ωB97M-V/def2-TZVPD.

Calculated values
E_tot ... -105825.6975 eV
Total charge ... +1
Multiplicity ... 1
Strongest force on any atom ... 2.0 eV/A
Highest occupied orbital energy ... -10.31 eV
E_LUMO ... -5.49 eV

Geometry as XYZ:
```
58
C19H31BrN2NaO4 (ωB97M-V/def2-TZVPD)
C -5.198 -0.237 0.666
C -5.844 -1.247 1.295
C -5.323 -2.069 2.431
O -5.879 -2.183 3.490
O -4.211 -2.795 2.143
C -3.004 -2.006 2.082
C -2.114 -2.271 3.292
C -0.906 -3.181 3.043
C 0.042 -2.800 1.899
C 1.196 -1.853 2.302
C 1.591 -0.845 1.191
C 1.263 0.601 1.433
Br -0.735 0.716 1.870
N 1.963 1.288 2.477
C 1.403 2.583 2.505
O 1.191 3.256 3.471
C 1.159 2.915 1.030
C 1.435 1.600 0.254
C 2.862 1.646 -0.318
C 2.946 1.056 -1.752
C 3.126 2.115 -2.851
C 2.167 1.929 -4.035
N 0.784 1.565 -3.608
C 0.382 0.214 -4.026
C 0.371 -0.151 -5.488
O 0.037 -0.561 -3.187
H -5.075 -0.181 -0.411
H -4.722 0.560 1.236
H -6.863 -1.498 1.003
H -2.527 -2.197 1.123
H -3.275 -0.949 2.080
H -1.819 -1.342 3.778
H -2.747 -2.783 4.020
H -0.309 -3.157 3.960
H -1.252 -4.208 2.931
H -0.463 -2.386 1.025
H 0.504 -3.730 1.562
H 0.995 -1.338 3.242
H 2.083 -2.472 2.432
H 1.143 -1.132 0.237
H 2.674 -0.912 1.047
H 1.950 0.777 3.353
H 1.859 3.725 0.806
H 0.193 3.361 0.802
H 0.667 1.286 -0.453
H 3.578 1.133 0.322
H 3.200 2.679 -0.379
H 2.080 0.423 -1.934
H 3.810 0.390 -1.772
H 4.132 2.020 -3.267
H 3.065 3.133 -2.461
H 2.605 1.212 -4.729
H 2.131 2.889 -4.580
H 0.148 2.174 -4.112
H 0.576 -1.213 -5.580
H -0.597 0.096 -5.925
H 1.131 0.379 -6.065
Na 0.421 3.976 -4.903
```

Here is what natural (NBO) gives for the atomic charges, in e:
1 C -0.3751
2 C -0.2932
3 C 0.7542
4 O -0.5202
5 O -0.5304
6 C -0.0740
7 C -0.4391
8 C -0.3918
9 C -0.4024
10 C -0.4033
11 C -0.4646
12 C 0.2665
13 Br -0.1124
14 N -0.6945
15 C 0.7102
16 O -0.5301
17 C -0.5185
18 C -0.2768
19 C -0.4025
20 C -0.4067
21 C -0.4138
22 C -0.2004
23 N -0.6680
24 C 0.6916
25 C -0.7429
26 O -0.4598
27 H 0.2021
28 H 0.1963
29 H 0.2420
30 H 0.1880
31 H 0.1882
32 H 0.2126
33 H 0.2408
34 H 0.2065
35 H 0.2128
36 H 0.1961
37 H 0.2110
38 H 0.2041
39 H 0.2159
40 H 0.2252
41 H 0.2248
42 H 0.4028
43 H 0.2295
44 H 0.2494
45 H 0.2343
46 H 0.2322
47 H 0.2026
48 H 0.2174
49 H 0.2193
50 H 0.2276
51 H 0.1987
52 H 0.2150
53 H 0.0950
54 H 0.2783
55 H 0.2727
56 H 0.2498
57 H 0.2133
58 Na 0.9938